Below is C31H34MnN5O6 as an isolated structure, with properties calculated with ωB97M-V with the def2-TZVPD basis set.

Cartesian coordinates (Å):
Mn -0.254241 -0.785874 -0.846560
C 1.371574 0.189032 6.021529
C 0.084712 0.781828 5.430079
C 0.100249 2.296449 5.627989
C -1.134842 0.198792 6.159063
C 0.007016 0.396134 3.959503
C -0.079334 -0.945017 3.584822
C -0.138091 -1.278053 2.251513
N -0.123137 -0.367107 1.270880
C -0.056833 0.930563 1.605745
C 0.019290 1.332178 2.931219
C -0.084334 1.914693 0.474872
C -0.156333 3.279383 0.675552
C -0.206590 4.159083 -0.408725
C -0.180338 3.592134 -1.676745
C -0.116472 2.217330 -1.806436
N -0.064828 1.390485 -0.763770
C -0.284727 5.660053 -0.164724
C 0.989064 6.098297 0.573180
C -1.514508 5.965316 0.702596
C -0.397321 6.442511 -1.471714
H 1.421679 0.419388 7.085747
H 2.256696 0.608492 5.541428
H 1.405701 -0.895054 5.913312
H 0.138769 2.517242 6.694275
H -0.798892 2.770280 5.229777
H 0.975527 2.760178 5.169475
H -1.109321 0.498296 7.206851
H -1.146945 -0.890234 6.129451
H -2.067596 0.561787 5.725603
H -0.100037 -1.734198 4.321900
H -0.201881 -2.315172 1.945347
H 0.085616 2.380763 3.166734
H -0.188532 3.675808 1.678099
H -0.223559 4.199250 -2.567726
H -0.114332 1.758846 -2.788645
H 1.082720 5.610810 1.544115
H 0.959054 7.174533 0.743957
H 1.882503 5.872502 -0.010351
H -1.455244 5.491961 1.682828
H -2.433817 5.633419 0.218740
H -1.586300 7.041104 0.863123
H 0.480815 6.308991 -2.105323
H -0.477309 7.505384 -1.245650
H -1.284278 6.161102 -2.041031
N 1.606224 -1.290197 -1.866040
C 2.059942 -2.643590 -1.553519
C 1.239140 -3.492383 -0.833528
C 1.648357 -4.790526 -0.553516
C 2.882437 -5.235397 -1.000068
C 3.700775 -4.384957 -1.733474
C 3.288947 -3.093257 -2.016832
H 1.524849 -1.235747 -2.885633
H 2.323416 -0.618020 -1.602059
H 0.247470 -3.180773 -0.495982
H 0.997992 -5.450050 0.004137
H 3.203028 -6.245573 -0.787722
H 4.659564 -4.730599 -2.094091
H 3.916393 -2.437243 -2.607300
O -3.989538 -2.156833 -1.871334
C -2.813163 -2.068833 -2.113141
O -1.972059 -1.287776 -1.484284
C -2.183117 -2.951631 -3.175057
C -0.975784 -2.606242 -3.757055
C -0.402641 -3.435544 -4.699300
C -0.993448 -4.611037 -5.115559
C -2.208591 -4.914922 -4.530719
C -2.822310 -4.117798 -3.582595
N -2.878521 -6.172353 -4.945582
O -2.323796 -6.836432 -5.792594
O -3.944994 -6.421832 -4.432383
N 0.907818 -3.049339 -5.262942
O 1.414733 -2.010723 -4.854278
O 1.411274 -3.779099 -6.074660
H -0.486481 -1.682302 -3.503710
H -0.540295 -5.259786 -5.849817
H -3.778654 -4.392929 -3.161280

Forces on atoms 1 to 2 (eV/Å):
Mn 0.0 0.4 0.1
C 0.0 0.0 0.0

## Properties
ΔE to the lowest compared entry with this formula, charge and spin (kJ/mol): 0.0
Frontier orbital gap (alpha / beta) (eV): 8.70 / 8.68
2S+1: 6
Energy (eV): -83747.60334
Net charge: +1

Below is C31H34N2O3S4Tc as an isolated structure, with properties calculated with ωB97M-V with the def2-TZVPD basis set.

Cartesian coordinates (Å):
Tc 1.053146 0.767172 1.380760
O -0.017210 2.724006 1.263628
C -0.469836 3.858650 2.059827
C 0.027119 3.821551 3.507325
C -0.229927 2.413312 4.113375
C 1.000387 1.623690 4.428482
C 1.551340 1.626476 5.698055
C 2.798379 1.149426 5.936469
C 3.412654 0.426793 4.961377
C 2.836732 0.399998 3.735528
N 1.654371 0.977602 3.405530
H -0.366432 2.815773 0.380974
H -1.570350 3.884365 2.012768
H -0.108076 4.802357 1.556531
H -0.560849 4.583856 4.001922
H 1.113535 4.091000 3.485282
H -0.954970 1.888168 3.544929
H -0.657004 2.543617 5.096248
H 1.063680 2.215813 6.443975
H 3.274626 1.214317 6.902534
H 4.410045 0.021891 5.088314
H 3.337697 0.000632 2.933438
O -2.021665 -3.146867 0.375064
S -2.117662 -4.207548 -0.724797
C -1.253691 -3.310329 -2.029985
C -1.615080 -1.865833 -2.290485
C -0.591379 -1.343044 -3.301750
C 0.726716 -0.810358 -2.695974
S 0.886996 0.811688 -1.933980
O 0.107945 0.746105 -0.558998
C -0.085520 1.887299 -2.893262
C -1.466706 1.917186 -2.806541
C -2.117173 2.890325 -3.521405
C -1.433076 3.857635 -4.265419
C -0.051779 3.784669 -4.383916
C 0.634566 2.751808 -3.722614
C -3.785076 -4.045002 -1.273390
C -4.450645 -2.947431 -0.814564
C -5.799949 -2.773790 -0.992984
C -6.522342 -3.791758 -1.690958
C -5.864411 -4.885991 -2.210376
C -4.486922 -5.028374 -1.958528
H -1.358275 -3.902366 -2.937478
H -0.202566 -3.399227 -1.758777
H -1.523186 -1.223604 -1.393691
H -2.638135 -1.754322 -2.624099
H -1.025366 -0.612763 -4.000517
H -0.226136 -2.157213 -3.932416
H 1.460063 -0.728219 -3.521881
H 1.156457 -1.443364 -1.896667
H -1.955764 1.201334 -2.098164
H -3.230776 2.880555 -3.475341
H -1.932824 4.724922 -4.721425
H 0.507339 4.546135 -4.949599
H 1.723182 2.633178 -3.752420
H -3.782441 -2.233022 -0.302066
H -6.279014 -1.852067 -0.680461
H -7.567517 -3.676826 -1.833196
H -6.377358 -5.543276 -2.849922
H -3.917193 -5.889639 -2.391352
S 2.113486 -1.179405 1.036709
C 3.770083 -0.860090 0.652458
C 4.649206 -1.884553 0.489419
C 5.992185 -1.563480 0.296752
C 6.388947 -0.246151 0.257954
C 5.482465 0.830949 0.346971
C 4.163736 0.507381 0.554012
S 3.053590 1.780497 0.683469
H 4.329778 -2.901840 0.588851
H 6.715010 -2.351034 0.288934
H 7.423889 0.003653 0.166849
H 5.730988 1.861480 0.214781
N -1.338386 -1.332880 1.844854
C -0.736621 -0.354284 1.891023
H -1.861052 -2.221310 1.564029

Forces on atoms 1 to 2 (eV/Å):
Tc -0.3 1.6 -0.7
O 0.4 0.0 1.0

## Properties
ΔE to the lowest compared entry with this formula, charge and spin (kJ/mol): 0.0
Frontier orbital gap (alpha / beta) (eV): 7.71 / 6.24
2S+1: 4
Energy (eV): -87345.93699
Net charge: +2

Below is C31H35AuF6N7O4Se as an isolated structure, with properties calculated with ωB97M-V with the def2-TZVPD basis set.

Cartesian coordinates (Å):
Au 0.307286 0.683901 -0.779344
C 5.485160 -1.160900 4.381604
C 4.396405 -0.236629 4.914169
C 3.893391 -0.724426 6.265364
C 2.846168 0.230562 6.815476
C 1.725938 0.380782 5.825022
C 0.452569 0.690976 6.242282
C -0.580532 0.806854 5.316329
F -1.806069 1.117088 5.760947
C -0.375469 0.606942 3.981726
C 0.915180 0.299819 3.532433
C 1.130262 0.112498 2.103344
O 0.117388 0.166492 1.341928
C 2.462180 -0.136985 1.702952
C 3.436689 -0.249657 2.667875
N 3.245552 -0.119792 3.978046
C 1.972454 0.179408 4.451256
C 2.952351 -0.372308 0.288330
O 4.127384 -0.648397 0.130119
O 2.122542 -0.303432 -0.711349
H 6.190019 -1.364648 5.185732
H 6.051420 -0.723803 3.561291
H 5.060349 -2.111116 4.054287
H 4.807756 0.770649 5.035515
H 4.737020 -0.796313 6.949858
H 3.466501 -1.724460 6.147447
H 3.305098 1.206844 6.999413
H 2.456220 -0.128489 7.767384
H 0.236788 0.855164 7.290323
H -1.186047 0.690209 3.272865
H 4.434416 -0.466095 2.317611
F -4.483774 -5.958454 -1.042220
C -3.325031 -5.560986 -0.496056
C -2.061063 -6.001606 -1.141177
F -1.922527 -7.204107 -1.624929
C -1.120450 -5.040344 -1.062712
F 0.117568 -5.132467 -1.497706
C -1.611927 -3.838645 -0.438621
Se -0.726871 -2.344077 -0.135931
C -3.025034 -4.123550 -0.035964
F -3.897678 -3.103895 -0.134387
C -3.238144 -5.209459 0.951965
F -2.288086 -5.650413 1.755199
C -3.300213 0.153741 -0.753337
N -3.385991 1.522839 -1.243530
C -4.482479 1.772237 -2.165745
C -2.426906 2.408245 -0.919189
O -1.312574 2.029313 -0.461732
N -2.650093 3.734105 -1.091753
C -1.526464 4.660272 -0.992449
C -3.943821 4.367623 -0.872517
H -2.985651 -0.531995 -1.545192
H -4.282563 -0.162047 -0.400042
H -2.595548 0.091658 0.068895
H -4.554189 0.919465 -2.842829
H -4.301509 2.666446 -2.756068
H -5.437665 1.861736 -1.644336
H -0.594255 4.127324 -1.135107
H -1.504407 5.139109 -0.010910
H -1.636025 5.427403 -1.759313
H -4.712759 3.641137 -0.634550
H -4.246164 4.943140 -1.749007
H -3.862136 5.055573 -0.028350
C -0.048446 -0.797213 -3.438226
N 0.039171 -0.968621 -4.871796
C -0.711768 0.105208 -5.526720
N -0.189011 1.427452 -5.166733
C -0.283125 1.589888 -3.732093
N 0.481680 0.533928 -3.019324
C 1.910714 0.604849 -3.470918
N 2.000823 0.436055 -4.905073
C 1.447917 -0.866444 -5.275742
C 1.224840 1.485863 -5.562039
H 0.533123 -1.566381 -2.927370
H -1.093656 -0.874405 -3.126108
H -1.761237 0.042410 -5.229702
H -0.641653 -0.020329 -6.607112
H -1.331523 1.528315 -3.425578
H 0.115337 2.564896 -3.443301
H 2.467622 -0.172846 -2.955011
H 2.313257 1.578886 -3.188393
H 2.021962 -1.656620 -4.790365
H 1.516471 -0.991059 -6.356537
H 1.291809 1.365720 -6.643349
H 1.633779 2.460365 -5.289165

Forces on atoms 1 to 2 (eV/Å):
Au 0.3 -0.4 0.0
C -0.1 0.1 -0.1

## Properties
Frontier orbital gap (alpha / beta) (eV): 6.84 / 6.97
2S+1: 3
Energy (eV): -136668.72237
Net charge: +1